Record 1
The following is a DFT calculation (ωB97M-V/def2-TZVPD) of C12H28CoN2O6 as an isolated structure in a non-equilibrium geometry.

ORCA input file:
```
! RIJCOSX wB97M-V def2-TZVPD def2/J DEFGRID3
* xyz 0 4
Co -9.801 -12.427 6.266
C -8.082 -8.877 5.330
C -8.785 -10.274 5.394
O -9.536 -10.659 4.453
O -8.599 -10.935 6.487
H -7.907 -8.650 4.283
H -7.101 -8.931 5.780
H -8.686 -8.099 5.771
C -10.198 -15.271 9.304
C -10.504 -14.350 8.179
O -9.465 -13.724 7.705
O -11.646 -14.187 7.727
H -9.776 -16.224 8.885
H -11.101 -15.526 9.848
H -9.448 -14.863 9.949
C -14.104 -11.068 6.353
C -12.965 -11.819 5.740
C -12.748 -11.456 4.303
O -12.080 -12.515 3.641
C -12.167 -12.249 2.234
N -11.706 -11.547 6.608
H -14.172 -11.051 7.470
H -15.085 -11.351 5.980
H -14.108 -9.997 6.168
H -13.107 -12.942 5.888
H -12.129 -10.510 4.283
H -13.706 -11.272 3.784
H -11.174 -12.208 1.794
H -12.708 -11.359 2.169
H -12.817 -13.023 1.758
H -11.937 -12.040 7.491
H -11.509 -10.553 6.740
C -7.266 -14.957 5.099
C -7.778 -13.763 4.193
C -7.496 -13.954 2.674
O -8.058 -12.937 1.927
C -7.271 -11.746 1.927
N -9.263 -13.540 4.486
H -7.855 -15.789 4.774
H -7.598 -14.857 6.150
H -6.163 -15.087 4.910
H -7.375 -12.871 4.558
H -7.851 -14.960 2.375
H -6.441 -13.931 2.478
H -7.699 -11.156 1.080
H -6.179 -11.916 1.657
H -7.367 -11.146 2.875
H -9.799 -14.434 4.383
H -9.634 -12.849 3.832
*
```

Properties
electronic energy = -2417.7991 Ha
Kohn-Sham gap (spin up / spin down) = 9.86 / 9.84 eV
strongest force on any atom = 2.5 eV/A

---

Record 2
The following is a DFT calculation (ωB97M-V/def2-TZVPD) of C12H28CuN2O9 as an isolated structure in a non-equilibrium geometry.

ORCA input file:
```
! RIJCOSX wB97M-V def2-TZVPD def2/J DEFGRID3
* xyz 0 2
Cu 0.542 -0.016 -0.234
O 2.965 -1.339 2.885
C 2.095 -0.784 1.993
O 0.911 -0.509 2.179
O 2.572 -0.563 0.836
H 3.669 -1.363 2.201
O -1.427 1.235 -3.867
C -1.483 0.480 -2.727
O -2.587 0.273 -2.162
O -0.420 -0.024 -2.250
H -2.335 1.575 -3.716
C -2.138 1.132 3.469
O -2.331 0.937 2.062
C -2.147 2.076 1.264
C -0.729 2.624 1.115
N 0.112 2.149 -0.041
C 1.495 2.671 0.040
C 2.262 2.352 -1.198
O 2.015 0.976 -1.522
C 2.895 0.523 -2.523
H -1.231 1.720 3.625
H -2.053 0.194 4.005
H -2.979 1.783 3.725
H -2.796 2.863 1.672
H -2.640 1.954 0.296
H -0.095 2.413 1.979
H -0.639 3.697 0.919
H -0.275 2.605 -0.863
H 2.008 2.220 0.894
H 1.562 3.751 0.216
H 3.334 2.513 -1.078
H 1.818 2.835 -2.075
H 3.026 1.276 -3.304
H 2.554 -0.358 -3.066
H 3.838 0.243 -2.046
C -2.648 -3.083 0.587
C -1.266 -2.395 0.593
C -0.342 -3.008 -0.421
O 0.732 -2.171 -0.683
C 1.895 -2.729 -1.288
N -1.428 -0.943 0.257
H -3.405 -2.475 1.086
H -2.487 -4.006 1.144
H -3.025 -3.171 -0.433
H -0.897 -2.555 1.607
H -0.928 -3.256 -1.315
H -0.010 -3.969 -0.008
H 2.106 -3.586 -0.640
H 2.749 -2.078 -1.116
H 1.723 -3.003 -2.328
H -2.207 -0.803 0.893
H -1.928 -0.888 -0.638
*
```

Properties
ΔE to the lowest compared entry with this formula, charge and spin = 35.5 kcal/mol
electronic energy = -2901.1382 Ha
Kohn-Sham gap (spin up / spin down) = 9.06 / 7.44 eV
strongest force on any atom = 3.7 eV/A

---

Record 3
The following is a DFT calculation (ωB97M-V/def2-TZVPD) of C12H28FIInO as an isolated structure.

ORCA input file:
```
! RIJCOSX wB97M-V def2-TZVPD def2/J DEFGRID3
* xyz -1 1
C -2.225 -4.740 -1.146
C -1.590 -4.159 -2.406
F -2.680 -3.790 -3.276
C -0.691 -2.986 -2.182
In 1.161 -3.451 -1.049
I 3.001 -4.599 -2.862
C 2.115 -1.749 -0.006
C 2.217 -0.351 -0.634
C 1.104 -0.039 -1.614
O 1.255 1.308 -2.091
H -1.725 -4.381 -0.246
H -2.187 -5.830 -1.134
H -3.272 -4.434 -1.111
H -1.068 -4.931 -2.979
H -1.231 -2.202 -1.633
H -0.399 -2.572 -3.152
H 0.846 -4.717 0.143
H 1.592 -1.687 0.956
H 3.120 -2.115 0.223
H 3.174 -0.230 -1.151
H 2.189 0.429 0.135
H 0.128 -0.165 -1.129
H 1.144 -0.737 -2.458
H 0.386 1.635 -2.351
C 0.923 4.697 0.796
C -0.512 4.193 0.898
C -0.884 3.679 2.289
C -0.039 2.501 2.778
C -0.036 1.293 1.844
C -1.413 0.676 1.627
H 1.643 3.902 0.997
H 1.136 5.081 -0.202
H 1.105 5.503 1.513
H -0.668 3.403 0.158
H -1.200 5.000 0.629
H -1.940 3.397 2.291
H -0.789 4.501 3.008
H -0.407 2.193 3.763
H 0.992 2.831 2.933
H 0.636 0.534 2.250
H 0.390 1.574 0.877
H -1.851 0.341 2.571
H -1.341 -0.187 0.964
H -2.107 1.382 1.167
*
```

Properties
ΔE to the lowest compared entry with this formula, charge and spin = 0.0 kcal/mol
electronic energy = -1137.0143 Ha
Kohn-Sham gap = 7.74 eV
strongest force on any atom = 0.4 eV/A

---

Record 4
The following is a DFT calculation (ωB97M-V/def2-TZVPD) of a 5-piece molecular cluster, C12H28N2O21P2S5 overall.

ORCA input file:
```
! RIJCOSX wB97M-V def2-TZVPD def2/J DEFGRID3
* xyz 0 1
N -3.185 -0.815 -2.700
P -2.433 -2.051 -2.144
C -0.666 -1.762 -1.675
C -0.092 -2.875 -0.812
C 1.224 -2.506 -0.078
P 1.015 -2.632 1.728
N -0.056 -1.794 2.437
O 2.523 -2.418 2.187
O 0.866 -4.212 2.000
C 1.841 -1.153 -0.480
S 0.710 0.199 -0.716
O 0.547 0.918 0.506
O 1.088 0.897 -1.907
O -0.681 -0.515 -0.969
H -3.550 -0.941 -3.637
H -2.909 -2.562 -0.918
H -2.297 -3.187 -2.967
H -0.121 -1.673 -2.622
H -0.854 -3.182 -0.089
H 0.083 -3.732 -1.465
H 1.968 -3.263 -0.332
H -0.581 -1.111 1.910
H 2.571 -2.042 3.082
H -0.056 -4.472 1.967
H 2.443 -1.235 -1.383
H 2.491 -0.783 0.316
O 5.318 -3.712 2.873
S 5.022 -3.184 4.154
O 4.390 -1.916 4.291
O 6.345 -3.231 5.034
C 6.121 -3.954 6.257
C 5.057 -4.969 5.882
O 4.183 -4.226 5.017
H 5.771 -3.259 7.021
H 7.061 -4.405 6.562
H 4.477 -5.321 6.730
H 5.472 -5.814 5.331
O -1.745 2.905 -7.142
S -1.442 3.811 -6.091
O -2.113 5.058 -6.005
O 0.139 4.024 -6.067
C 0.675 3.712 -4.771
C -0.259 2.642 -4.241
O -1.555 3.090 -4.678
H 0.657 4.611 -4.153
H 1.697 3.367 -4.895
H -0.260 2.563 -3.160
H -0.053 1.665 -4.680
O 4.556 4.657 2.046
S 3.321 5.314 2.292
O 3.292 6.704 2.572
O 2.547 4.500 3.424
C 1.240 4.110 2.970
C 1.419 3.936 1.475
O 2.290 5.023 1.115
H 0.532 4.905 3.209
H 0.958 3.191 3.476
H 0.495 4.033 0.913
H 1.898 2.989 1.232
O -7.933 -1.866 -1.783
S -7.254 -0.799 -2.428
O -6.629 -1.001 -3.686
O -6.231 -0.167 -1.390
C -6.449 1.243 -1.246
C -7.941 1.396 -1.483
O -8.206 0.475 -2.552
H -5.855 1.771 -1.993
H -6.139 1.536 -0.247
H -8.228 2.390 -1.812
H -8.524 1.105 -0.608
*
```

Properties
electronic energy = -4837.1697 Ha
structure (SMILES) = N=[PH2][C@@H]1C[C@H](P(=N)(O)O)CS(=O)(=O)O1.O=S1(=O)OCCO1.O=S1(=O)OCCO1.O=S1(=O)OCCO1.O=S1(=O)OCCO1
Kohn-Sham gap = 9.51 eV
strongest force on any atom = 0.5 eV/A

---

Record 5
The following is a DFT calculation (ωB97M-V/def2-TZVPD) of a 4-piece molecular cluster, C12H28N4O4 overall in a non-equilibrium geometry.

ORCA input file:
```
! RIJCOSX wB97M-V def2-TZVPD def2/J DEFGRID3
* xyz 0 1
C 1.771 -4.636 -0.546
N 1.622 -4.874 0.909
C 0.587 -4.392 1.582
C -0.609 -3.774 0.959
O 0.593 -4.458 2.824
H 1.473 -3.603 -0.725
H 1.250 -5.355 -1.179
H 2.829 -4.658 -0.806
H 2.406 -5.136 1.490
H -0.329 -3.688 -0.091
H -0.679 -2.697 1.116
H -1.556 -4.304 1.060
C -1.350 6.856 -2.067
N -0.950 5.801 -1.177
C -0.878 4.527 -1.553
C -0.058 3.681 -0.598
O -1.439 4.100 -2.538
H -0.519 7.036 -2.749
H -1.621 7.803 -1.601
H -2.250 6.581 -2.618
H -0.564 5.956 -0.257
H 0.542 4.343 0.026
H 0.666 3.081 -1.150
H -0.619 2.850 -0.172
C -2.092 -0.181 0.303
N -1.787 -1.050 1.424
C -0.704 -0.959 2.143
C -0.502 -1.957 3.205
O 0.039 0.051 2.131
H -2.711 0.632 0.684
H -2.587 -0.793 -0.451
H -1.233 0.336 -0.124
H -2.541 -1.648 1.730
H 0.538 -2.234 3.377
H -0.952 -2.883 2.845
H -0.980 -1.767 4.166
C 0.781 -1.475 -0.172
N 1.212 -0.190 -0.483
C 1.498 0.276 -1.657
C 1.738 1.813 -1.722
O 1.372 -0.363 -2.666
H 1.036 -1.653 0.872
H 1.091 -2.348 -0.747
H -0.305 -1.569 -0.182
H 1.419 0.415 0.299
H 2.726 1.970 -2.156
H 1.718 2.246 -0.722
H 0.905 2.292 -2.236
*
```

Properties
ΔE to the lowest compared entry with this formula, charge and spin = 106.0 kcal/mol
electronic energy = -993.9234 Ha
structure (SMILES) = CNC(C)=O.CNC(C)=O.CNC(C)=O.CNC(C)=O
Kohn-Sham gap = 10.04 eV
strongest force on any atom = 5.7 eV/A

---

Record 6
The following is a DFT calculation (ωB97M-V/def2-TZVPD) of a 2-piece molecular cluster, C12H28N6O4P overall in a non-equilibrium geometry.

ORCA input file:
```
! RIJCOSX wB97M-V def2-TZVPD def2/J DEFGRID3
* xyz 1 1
C -0.204 -0.423 -1.442
C -0.014 -1.979 -1.104
N 0.922 -2.288 0.011
C 2.179 -1.510 -0.037
C 3.256 -2.012 1.078
N 4.422 -1.044 1.040
C 4.341 0.203 1.542
N 5.331 1.269 1.558
C 4.576 2.329 2.197
P 5.556 3.955 2.342
N 5.645 4.616 0.681
O 7.151 3.496 2.758
N 3.241 1.977 2.591
N 3.133 0.680 2.192
C 0.280 -2.278 1.335
C -0.488 -1.059 2.015
O 0.384 -3.332 2.020
H -1.226 -0.154 -1.879
H 0.583 -0.143 -2.241
H -0.022 0.289 -0.572
H -1.044 -2.405 -0.817
H 0.272 -2.492 -2.095
H 2.672 -1.747 -1.051
H 2.066 -0.385 0.107
H 3.680 -3.044 0.835
H 2.848 -1.953 2.141
H 5.319 -1.324 0.620
H 5.149 3.994 0.018
H 6.638 4.565 0.369
H 7.498 3.047 1.943
H 2.576 2.600 3.058
H 2.251 0.160 2.328
H -1.578 -1.385 2.147
H -0.036 -0.920 3.069
H -0.372 -0.058 1.491
C -4.729 -1.876 -1.487
O -4.076 -0.628 -1.684
C -4.446 -0.011 -2.918
C -5.466 1.099 -2.701
O -6.713 0.578 -2.253
C -6.900 0.744 -0.853
H -4.582 -2.177 -0.448
H -5.801 -1.812 -1.684
H -4.280 -2.632 -2.136
H -4.820 -0.756 -3.628
H -3.534 0.427 -3.338
H -5.654 1.595 -3.657
H -5.084 1.851 -2.002
H -7.128 1.791 -0.632
H -6.020 0.432 -0.284
H -7.747 0.129 -0.545
*
```

Properties
electronic energy = -1444.4959 Ha
Kohn-Sham gap = 7.10 eV
strongest force on any atom = 6.4 eV/A